1.
ORCA calculation (ωB97M-V/def2-TZVPD) on a structure of composition C10H17N.

The value obtained for the relative energy (zero: lowest compared OMol25 entry of this formula, charge and spin) is 133.0 kcal per mole. For the lowest unoccupied orbital energy, the calculation gives 0.74 eV. For the frontier orbital gap, the calculation gives 10.207 eV. Its electronic energy is -445.8153 Ha. The highest occupied orbital energy comes out at -9.5 eV.

Geometry as ORCA input:
```
! wB97M-V def2-TZVPD RIJCOSX def2/J DEFGRID3
* xyz 0 1
C 1.24738 1.01566 0.22445
C 2.67266 0.87678 -0.10501
C 3.08212 1.63215 -1.20480
C 2.31808 2.63103 -1.72070
C 0.88267 2.59282 -1.52661
C -0.86182 -1.34492 -1.94258
C -1.33145 -1.96114 -0.61043
C -1.49765 -1.00196 0.43657
C -1.57791 -1.47353 1.96775
C -1.44965 -0.30297 2.87266
H 0.85970 0.39575 0.94593
H 3.21360 0.01319 0.39815
H 4.18836 1.74756 -1.48793
H 2.75305 3.39866 -2.48028
H 0.23780 3.25073 -2.11939
H -1.98069 -1.05767 -2.70126
H -0.12819 -0.34009 -1.59840
H -0.15253 -2.12922 -2.62734
H -0.46253 -2.64437 -0.32731
H -2.27027 -2.49587 -0.66670
H -0.63277 -0.36667 0.67307
H -2.30222 -0.31080 0.20436
H -0.89573 -2.17569 2.25941
H -2.45594 -1.95523 2.18120
H -2.11972 0.56174 2.69151
H -1.48328 -0.37382 4.04412
H -0.27069 0.07403 2.72465
N 0.41762 1.74386 -0.50509
*
```

Mulliken atomic charge list, values in e, 8 entries: atom 1 (C): -0.0708, atom 2 (C): -0.5351, atom 3 (C): -0.3066, atom 4 (C): -0.1834, atom 5 (C): -0.2422, atom 6 (C): -0.6846, atom 7 (C): -0.3877, atom 8 (C): 0.7718


2.
ORCA calculation (ωB97M-V/def2-TZVPD) on a cluster of 3 separate species, C2H4 in total.

The value obtained for the relative energy (zero: lowest compared OMol25 entry of this formula, charge and spin) is 160.2 kcal per mole. For the lowest unoccupied orbital energy, the calculation gives -1.43 eV. For the frontier orbital gap, the calculation gives 9.108 eV. Its electronic energy is -78.3112 Ha. The highest occupied orbital energy comes out at -10.5 eV.

Geometry as ORCA input:
```
! wB97M-V def2-TZVPD RIJCOSX def2/J DEFGRID3
* xyz 0 1
C 0.74410 -0.62152 0.29817
C 0.53491 -0.25575 -0.94646
H 1.62825 1.14867 -0.33218
H 1.24496 -1.46420 0.77974
H -2.22514 0.33975 -0.08841
H -1.92709 0.85305 0.28915
*
```

Mulliken charges, unit e, in atom order: atom 1 (C): -0.2113, atom 2 (C): -0.2869, atom 3 (H): 0.2221, atom 4 (H): 0.2750, atom 5 (H): 0.0095, atom 6 (H): -0.0084


3.
ORCA calculation (ωB97M-V/def2-TZVPD) on a cluster of 14 separate species, H28O14 in total.

The value obtained for the relative energy (zero: lowest compared OMol25 entry of this formula, charge and spin) is 298.1 kcal per mole. For the lowest unoccupied orbital energy, the calculation gives -0.83 eV. For the frontier orbital gap, the calculation gives 6.555 eV. Its electronic energy is -1069.7259 Ha. The highest occupied orbital energy comes out at -7.4 eV.

Geometry as ORCA input:
```
! wB97M-V def2-TZVPD RIJCOSX def2/J DEFGRID3
* xyz 0 1
H -1.08608 1.00039 0.00512
H 0.13443 0.67686 -0.92674
H 1.88564 -2.50000 -2.98386
H 0.59953 -1.55417 -3.06477
H -2.42842 0.25490 1.85460
H -1.67344 -0.58218 0.82797
H 3.06139 2.51047 0.16117
H 1.78920 1.85567 -0.12726
H 2.90726 -0.54218 -1.37010
H 1.79067 -1.32211 -0.66990
H 3.49378 -3.81542 -0.05516
H 2.72629 -2.98345 -1.03072
H -0.17055 -1.30126 3.25153
H 0.06237 0.26541 3.40196
H -3.47201 -0.42532 -0.53375
H -3.55941 1.08759 -0.74323
H -2.47352 -2.50439 2.45191
H -1.93870 -2.88657 1.06612
H -5.01043 1.06633 -1.92002
H -5.94635 -0.27537 -1.94271
H -1.16716 2.24712 2.31635
H -0.24814 3.10505 3.14544
H -0.84185 0.00072 -2.32324
H -1.90166 -0.72492 -1.65563
H 2.37376 4.40694 -0.43160
H 2.25636 4.66596 -1.93944
H 3.82328 -1.08665 0.26527
H 2.77958 -0.28303 1.11195
O -0.18924 1.10006 -0.07528
O 1.63273 -1.58794 -3.01504
O -1.81338 -0.43459 1.78461
O 2.51888 1.70908 0.38353
O 2.46890 -1.36102 -1.36575
O 3.13022 -2.90402 -0.17116
O 0.14115 -0.63861 3.80937
O -3.78209 0.26411 -1.13641
O -1.93682 -3.13869 2.01597
O -5.28581 0.20833 -2.44399
O -1.08416 3.14942 2.66534
O -1.41103 0.10088 -1.61308
O 2.88203 4.57623 -1.25227
O 3.00789 -1.08777 0.64649
*
```

Mulliken atomic charge list, values in e, 8 entries: atom 1 (H): 0.2348, atom 2 (H): 0.4866, atom 3 (H): 0.2868, atom 4 (H): 0.2532, atom 5 (H): 0.3215, atom 6 (H): 0.1700, atom 7 (H): 0.2742, atom 8 (H): 0.3014


4.
ORCA calculation (ωB97M-V/def2-TZVPD) on a cluster of 2 separate species, C3H11NO in total.

The value obtained for the relative energy (zero: lowest compared OMol25 entry of this formula, charge and spin) is 28.3 kcal per mole. For the lowest unoccupied orbital energy, the calculation gives 1.04 eV. For the frontier orbital gap, the calculation gives 10.581 eV. Its electronic energy is -250.8516 Ha. The highest occupied orbital energy comes out at -9.5 eV. As for the SMILES: CCOC.N.

Geometry as ORCA input:
```
! wB97M-V def2-TZVPD RIJCOSX def2/J DEFGRID3
* xyz 0 1
C -1.06016 -1.88228 -1.18365
C -1.24779 -2.50604 0.18232
O -0.91158 -1.65535 1.27972
C 0.39372 -1.10811 1.29209
H -1.36708 -2.71581 -1.83474
H -1.67048 -0.98418 -1.26948
H -0.02117 -1.71759 -1.49625
H -0.65728 -3.42946 0.29529
H -2.26004 -2.83674 0.44185
H 0.51177 -0.58005 2.23226
H 0.59787 -0.59395 0.34072
H 1.07772 -1.97237 1.17129
N 2.28834 6.05774 -1.26913
H 2.27708 6.99421 -0.88772
H 2.62073 5.49312 -0.49892
H 1.33474 5.78708 -1.45216
*
```

Mulliken atomic charge list, values in e, 8 entries: atom 1 (C): -1.0127, atom 2 (C): -0.3521, atom 3 (O): -0.3603, atom 4 (C): -0.6487, atom 5 (H): 0.3533, atom 6 (H): 0.2808, atom 7 (H): 0.3392, atom 8 (H): 0.3274


Please write out number 4 again, unchanged.
ORCA calculation (ωB97M-V/def2-TZVPD) on a cluster of 2 separate species, C3H11NO in total.

The value obtained for the relative energy (zero: lowest compared OMol25 entry of this formula, charge and spin) is 28.3 kcal per mole. For the lowest unoccupied orbital energy, the calculation gives 1.04 eV. For the frontier orbital gap, the calculation gives 10.581 eV. Its electronic energy is -250.8516 Ha. The highest occupied orbital energy comes out at -9.5 eV. As for the SMILES: CCOC.N.

Geometry as ORCA input:
```
! wB97M-V def2-TZVPD RIJCOSX def2/J DEFGRID3
* xyz 0 1
C -1.06016 -1.88228 -1.18365
C -1.24779 -2.50604 0.18232
O -0.91158 -1.65535 1.27972
C 0.39372 -1.10811 1.29209
H -1.36708 -2.71581 -1.83474
H -1.67048 -0.98418 -1.26948
H -0.02117 -1.71759 -1.49625
H -0.65728 -3.42946 0.29529
H -2.26004 -2.83674 0.44185
H 0.51177 -0.58005 2.23226
H 0.59787 -0.59395 0.34072
H 1.07772 -1.97237 1.17129
N 2.28834 6.05774 -1.26913
H 2.27708 6.99421 -0.88772
H 2.62073 5.49312 -0.49892
H 1.33474 5.78708 -1.45216
*
```

Mulliken atomic charge list, values in e, 8 entries: atom 1 (C): -1.0127, atom 2 (C): -0.3521, atom 3 (O): -0.3603, atom 4 (C): -0.6487, atom 5 (H): 0.3533, atom 6 (H): 0.2808, atom 7 (H): 0.3392, atom 8 (H): 0.3274


> The highest highest occupied orbital energy belongs to which entry?

H28O14